(1)
21
Properties=species:S:1:pos:R:3:nbo_charge:R:1 method="wB97M-V/def2-TZVPD" orbital_gap_ev=10.907 e_above_lowest_kcal_mol=33.11 molar_mass_g_mol=117.2 charge=+1 e_tot_ev=-10312.6528 e_lumo_ha=-0.1058 homo_energy_ev=-13.78
C 1.47636 0.04965 0.01340 0.52
C 2.70708 -0.57789 0.52208 -0.66
C -1.76268 -0.10470 -1.37560 -0.63
C -1.44043 -0.03197 0.16074 0.56
N 1.64539 1.12495 -0.71304 -0.76
N -1.46176 1.25147 0.66128 -0.79
N -2.05798 -0.90427 0.97829 -0.81
N 0.35390 -0.49951 0.23252 -0.66
H 2.98070 -1.27455 -0.31514 0.26
H 3.43107 0.12190 0.85208 0.25
H 2.28285 -1.17314 1.38203 0.23
H -1.60670 0.82080 -1.83310 0.22
H -2.81985 -0.38136 -1.42860 0.25
H -1.12793 -0.80258 -1.79172 0.23
H 2.53088 1.63634 -0.95621 0.43
H 1.00092 1.49597 -1.31524 0.39
H -1.44124 1.50086 1.58067 0.40
H -0.93523 1.80809 0.03756 0.37
H -2.43830 -1.72669 0.50622 0.41
H -1.63477 -1.03841 1.89264 0.40
H 0.31773 -1.29498 0.90913 0.39

(2)
12
Properties=species:S:1:pos:R:3:nbo_charge:R:1 method="wB97M-V/def2-TZVPD" orbital_gap_ev=8.744 e_above_lowest_kcal_mol=121.98 molar_mass_g_mol=112.1 charge=0 e_tot_ev=-11178.6797 e_lumo_ha=-0.0296 homo_energy_ev=-9.55
C 1.21505 -0.68154 0.08596 0.24
C -0.58536 0.65707 -0.35040 0.34
C 0.21550 1.32515 -1.42620 0.18
H -1.62233 -0.33189 1.44926 0.52
H 1.55558 0.04153 -0.66619 0.19
H 1.19614 -1.88720 1.42891 0.34
H -2.25157 1.25616 -0.73987 0.36
N 0.01890 -0.24191 0.37898 -0.15
N 1.89562 -1.75820 0.60169 -0.63
N -1.82384 0.63038 -0.11962 -0.66
N 1.03814 2.06960 -1.86902 -0.19
O -0.85183 -1.07914 1.22651 -0.52

(3)
108
Properties=species:S:1:pos:R:3:lowdin_charge:R:1 method="wB97M-V/def2-TZVPD" orbital_gap_ev=4.834 e_above_lowest_kcal_mol=3.83 molar_mass_g_mol=1367.0 charge=-2 e_tot_ev=-419693.8736 e_lumo_ha=0.1224 homo_energy_ev=-1.50
Rb 1.48830 0.35114 -0.70313 0.60
Br -6.24372 1.98031 1.49676 0.64
C -4.38172 2.16297 1.12278 -0.72
C -3.72803 1.19016 0.37619 -0.15
C -2.38042 1.32616 0.12306 -0.06
C -1.62174 2.43730 0.57812 -0.32
C -2.33458 3.40380 1.32568 -0.02
C -3.68856 3.26211 1.59303 -0.15
N -0.31608 2.45469 0.21968 -0.01
C 0.55488 3.43292 0.78301 -0.37
C 1.60568 3.98934 -0.13744 -0.23
C 1.87437 5.35509 -0.14163 -0.02
C 2.86414 5.84281 -0.97827 -0.08
C 3.55761 4.95518 -1.78401 -0.07
C 3.22307 3.61043 -1.71648 -0.13
N 2.27549 3.13920 -0.91393 0.08
H -4.27047 0.33379 -0.00544 0.10
H -1.86704 0.57734 -0.46988 0.09
H -1.83220 4.28047 1.70886 0.09
H -4.20461 4.01632 2.17365 0.09
H 0.10729 4.24552 1.36241 0.12
H 1.30676 6.01720 0.49998 0.11
H 3.08701 6.90294 -1.00458 0.10
H 4.33329 5.28981 -2.45980 0.10
H 3.72201 2.87302 -2.33874 0.09
C 0.27200 -2.82067 -0.48327 -0.19
Si -0.54525 -2.89729 -2.17559 0.35
C -0.63727 -4.69307 -2.71723 -0.19
C -2.32098 -2.32399 -1.88782 -0.15
N 0.18018 -1.80613 -3.32397 -0.30
C -0.76800 -1.18281 -4.18201 -0.39
C -1.53066 -1.91747 -5.08542 -0.10
C -2.47905 -1.32340 -5.90508 -0.10
C -2.65826 0.04744 -5.85413 -0.10
C -1.89316 0.81609 -4.98675 -0.01
C -0.96017 0.20643 -4.15949 -0.19
O -0.17633 0.91279 -3.27871 -0.06
C -0.18171 2.29215 -3.37717 -0.29
C 0.80735 2.90983 -4.12359 -0.01
C 0.85566 4.29693 -4.15245 -0.09
C -0.07509 5.04915 -3.44775 -0.11
C -1.07026 4.41088 -2.71764 -0.08
C -1.12784 3.02642 -2.68250 -0.02
H 0.13504 -3.77428 0.03786 0.04
H -0.20591 -2.02842 0.10620 0.00
H 1.34696 -2.63279 -0.52381 -0.01
H -1.32957 -5.23414 -2.06290 0.02
H 0.33737 -5.17918 -2.66666 -0.03
H -0.99593 -4.78412 -3.74442 0.02
H -2.73077 -2.84562 -1.01695 0.02
H -2.97380 -2.51995 -2.73947 0.03
H -2.35753 -1.24913 -1.69044 0.02
H -1.33993 -2.98008 -5.15403 0.09
H -3.04760 -1.92904 -6.59970 0.09
H -3.38211 0.53385 -6.49701 0.09
H -2.02014 1.88926 -4.95626 0.11
H 1.53560 2.28908 -4.63251 0.08
H 1.63668 4.79060 -4.71833 0.10
H -0.02161 6.13141 -3.46197 0.09
H -1.79575 4.98803 -2.15644 0.10
H -1.88522 2.50946 -2.10958 0.11
Se 1.58309 -2.33951 -6.56916 -0.14
Sb 2.09736 -1.94367 -4.25597 0.22
Se 3.33187 0.07871 -3.73179 -0.08
Se 2.87651 -4.02570 -3.03638 -0.13
Se 5.16164 -4.08184 -3.51411 -0.25
C 6.14015 0.09817 1.09201 -0.11
N 4.82257 -0.15150 0.55471 0.01
C 4.53915 -1.20827 -0.30098 -0.66
N 5.59082 -1.81771 -0.88772 0.18
O 3.37581 -1.54834 -0.47500 -0.19
H 6.07075 0.90572 1.81907 0.08
H 6.82501 0.42963 0.30754 0.07
H 6.57652 -0.77838 1.58434 0.08
H 4.05457 0.02236 1.18551 0.06
H 6.47897 -1.35026 -0.91984 0.08
H 5.39287 -2.45686 -1.66991 -0.05
C -2.62513 -3.75695 3.19663 -0.09
C -2.67434 -2.55292 2.26197 -0.23
C -1.89628 -1.36203 2.79525 -0.16
N -0.47088 -1.69605 2.85748 0.03
C 0.51013 -0.90387 3.30618 -0.85
S 2.08438 -1.08985 2.82544 0.70
N 0.13695 0.08823 4.22119 0.12
C -0.57194 -0.02166 5.39274 -0.43
O -0.95243 0.97007 5.98478 0.08
C -0.80801 -1.38322 5.98966 -0.15
C 0.12214 -2.41425 5.91712 -0.02
C -0.13984 -3.62583 6.54209 -0.08
C -1.32933 -3.81470 7.23002 -0.10
C -2.25425 -2.78137 7.31324 -0.09
C -1.98732 -1.56593 6.70565 -0.03
H -3.22018 -4.58283 2.80439 0.07
H -3.00894 -3.49693 4.18605 0.07
H -1.60341 -4.11683 3.33035 0.07
H -3.70780 -2.23224 2.11237 0.11
H -2.28978 -2.82216 1.27429 0.09
H -2.26746 -1.11072 3.78608 0.11
H -2.03630 -0.48612 2.15797 0.11
H -0.14391 -2.39687 2.20459 0.10
H 0.48304 1.02367 3.99930 0.10
H 1.05451 -2.27383 5.38439 0.10
H 0.58828 -4.42476 6.48421 0.10
H -1.53490 -4.76601 7.70507 0.10
H -3.18168 -2.92332 7.85387 0.10
H -2.68371 -0.74004 6.77285 0.12
O 0.68091 2.60332 2.88938 -0.08
N 1.08215 2.41519 1.75019 -0.01

(4)
43
Properties=species:S:1:pos:R:3:nbo_charge:R:1 method="wB97M-V/def2-TZVPD" orbital_gap_ev=7.400 e_above_lowest_kcal_mol=270.65 molar_mass_g_mol=312.4 charge=0 e_tot_ev=-27889.6120 e_lumo_ha=0.0083 homo_energy_ev=-7.18
C 0.07896 2.86973 -1.04011 -0.40
N 0.86807 1.77971 -1.41416 -0.44
C 1.07958 0.57801 -0.62063 0.63
N 1.83699 -0.30057 -1.28382 -0.56
C 1.87905 -1.32245 -0.62581 0.33
N 2.77113 -2.38659 -0.78635 -0.19
N 2.77307 -3.12448 0.27743 -0.26
C 1.91619 -2.84861 1.17708 -0.05
C 1.51664 -1.56240 0.74273 -0.27
C 0.69516 -0.35083 1.25642 0.52
N 0.73018 0.52501 0.51347 -0.59
N 0.27499 -0.48500 2.41320 -0.51
H 0.04128 -1.15041 2.88172 0.37
C -0.65499 0.65155 3.00193 -0.26
C -2.21050 0.21848 2.63295 -0.09
C -2.87004 0.10390 3.78210 -0.21
C -4.35415 -0.24435 3.54361 -0.13
C -4.72265 -0.41977 2.26675 -0.31
C -3.99752 -0.34615 1.29649 -0.13
C -2.52983 0.22031 1.47973 -0.20
H -2.00527 0.34489 0.50476 0.23
H -4.10628 -0.28103 0.23347 0.22
H -5.69815 -0.87272 2.18775 0.21
H -4.75860 -0.54552 4.47628 0.21
H -2.64322 -0.20610 4.75073 0.22
H -0.56879 0.87714 4.04999 0.21
H -0.55885 1.71214 2.25188 0.22
H 1.80921 -3.39339 2.26237 0.22
C 3.57009 -2.71425 -1.93989 -0.38
H 4.53876 -2.79233 -1.67195 0.21
H 3.15643 -3.89581 -2.27023 0.18
H 3.21843 -2.09949 -2.75210 0.23
C 1.52280 1.80112 -2.80413 -0.23
H 2.43209 1.40347 -2.94285 0.22
H 1.63216 2.91850 -3.19347 0.18
C 0.69794 0.97929 -3.73140 -0.05
O 1.02305 1.03331 -5.24563 -0.71
H 1.40783 2.23948 -5.28984 0.42
H -0.35782 1.51616 -3.83104 0.15
H 0.73861 0.01284 -3.59092 0.19
H -0.21075 2.80896 0.02035 0.23
H 0.81208 3.89199 -1.15925 0.17
H -0.77340 2.85628 -1.80963 0.19

(5)
23
Properties=species:S:1:pos:R:3:nbo_charge:R:1 method="wB97M-V/def2-TZVPD" orbital_gap_ev=9.795 e_above_lowest_kcal_mol=41.40 molar_mass_g_mol=122.2 charge=0 e_tot_ev=-9558.3862 e_lumo_ha=0.0356 smiles=Cc1ccccc1.CC homo_energy_ev=-8.83
C 2.08766 1.31630 -2.94260 -0.61
C 1.45553 2.71323 -2.64930 -0.61
H 3.06607 1.32105 -3.36265 0.20
H 2.19646 0.74056 -2.00823 0.21
H 1.50563 0.76611 -3.67131 0.20
H 0.87118 2.67126 -1.72817 0.21
H 2.25084 3.41037 -2.42205 0.20
H 0.87463 3.13344 -3.41916 0.20
C -2.71654 -0.51766 2.86807 -0.65
C 0.80529 -1.61341 1.55110 -0.23
C 0.62713 -1.67452 0.14874 -0.21
C -0.21639 -0.99560 2.31046 -0.18
C -1.54866 -0.85787 1.94187 -0.05
C -0.56565 -1.27267 -0.40017 -0.22
C -1.62566 -0.99870 0.53944 -0.19
H 1.62166 -2.07845 2.07913 0.22
H 1.40591 -2.18184 -0.44561 0.21
H 0.11686 -0.50561 3.32878 0.20
H -0.74201 -1.16285 -1.39117 0.21
H -2.57297 0.40143 3.53966 0.23
H -2.65038 -1.17447 3.80669 0.23
H -2.58505 -0.92924 0.04167 0.20
H -3.66154 -0.51085 2.28477 0.23

(6)
64
Properties=species:S:1:pos:R:3:nbo_charge:R:1 method="wB97M-V/def2-TZVPD" orbital_gap_ev="6.412 / 7.554" e_above_lowest_kcal_mol=5.02 molar_mass_g_mol=716.2 charge=-1 e_tot_ev=-114424.0027 multiplicity=5 e_lumo_ha="0.0507 / 0.0839" homo_energy_ev="-5.03 / -5.27"
Mn -0.47508 0.45973 0.77951 1.33
S -2.21469 -1.09388 0.62923 -0.16
C -3.61467 -0.15516 1.05349 -0.27
C -4.88325 -0.81587 0.95319 0.28
N -5.89584 -1.35402 0.85693 -0.33
C -3.53797 1.13980 1.43476 -0.30
S -2.01709 1.98147 1.57196 -0.14
C -4.72101 1.89774 1.70979 0.28
N -5.67231 2.50720 1.93039 -0.33
C 2.92705 1.34142 2.42999 -1.13
Si 2.53610 1.65441 0.62799 1.82
C 3.23632 0.31358 -0.48441 -1.13
C 3.48302 3.18728 0.07681 -1.13
N 0.81441 1.86521 0.40550 -1.19
C 0.31230 2.88492 -0.41029 0.23
C 0.57707 4.24161 -0.22592 -0.25
C 0.08769 5.20673 -1.09642 -0.23
C -0.69792 4.83870 -2.17716 -0.23
C -1.01560 3.49834 -2.36682 -0.26
C -0.53409 2.55468 -1.48304 0.23
O -0.81965 1.20103 -1.59304 -0.55
C -1.99734 0.76940 -2.18355 0.37
C -1.91311 -0.37372 -2.95728 -0.27
C -3.07661 -0.93202 -3.46393 -0.18
C -4.30811 -0.34780 -3.20017 -0.23
C -4.37144 0.80249 -2.42504 -0.20
C -3.21528 1.37063 -1.91001 -0.29
H 3.96542 1.02541 2.56622 0.23
H 2.28228 0.55570 2.82385 0.25
H 2.76423 2.24995 3.01534 0.23
H 4.20907 -0.03675 -0.12446 0.23
H 3.38450 0.73263 -1.48490 0.23
H 2.58514 -0.55043 -0.58612 0.24
H 4.53461 2.90119 -0.02352 0.23
H 3.42793 4.02493 0.77474 0.22
H 3.13707 3.53677 -0.89827 0.24
H 1.17213 4.53319 0.62894 0.21
H 0.31603 6.25040 -0.91978 0.20
H -1.08035 5.58370 -2.86258 0.21
H -1.64609 3.19053 -3.19041 0.23
H -0.94583 -0.83657 -3.10436 0.24
H -3.01875 -1.84109 -4.04881 0.21
H -5.21755 -0.79547 -3.57898 0.21
H -5.32959 1.24948 -2.19209 0.22
H -3.25684 2.24753 -1.27716 0.24
C 4.48089 -3.42981 0.50758 -0.63
C 3.24371 -3.77999 1.30034 -0.06
O 2.50871 -2.58034 1.57559 -0.83
P 1.02880 -2.32914 1.02868 2.02
O 0.87110 -0.83165 1.28426 -1.20
Te 0.72274 -3.06961 -1.17437 -0.57
O 0.08524 -3.03031 2.10592 -0.84
C -0.78669 -4.14768 1.90581 -0.06
C -0.16313 -5.40706 2.46323 -0.63
H 5.08600 -4.32324 0.33900 0.20
H 5.08217 -2.69517 1.04487 0.21
H 4.19422 -3.01059 -0.45695 0.23
H 3.49221 -4.22124 2.26727 0.18
H 2.62065 -4.48209 0.74180 0.20
H -1.00433 -4.24936 0.84138 0.21
H -1.71195 -3.89265 2.42173 0.19
H 0.74979 -5.65971 1.92069 0.21
H -0.85900 -6.24224 2.36429 0.21
H 0.08255 -5.28311 3.51877 0.21